{
  "formula": "C20H30O15",
  "method": "ωB97M-V with the def2-TZVPD basis set",
  "symbols": ["C", "C", "C", "O", "C", "O", "O", "H", "H", "H", "H", "H", "H", "C", "C", "C", "O", "C", "O", "O", "H", "H", "H", "H", "H", "H", "C", "C", "C", "O", "C", "O", "O", "H", "H", "H", "H", "H", "H", "C", "C", "C", "O", "C", "O", "O", "H", "H", "H", "H", "H", "H", "C", "C", "C", "O", "C", "O", "O", "H", "H", "H", "H", "H", "H"],
  "coordinates": [[-12.197281, 4.214276, -16.500247], [-12.990390, 5.254580, -17.286211], [-12.921984, 5.119583, -18.857313], [-14.242277, 4.759229, -19.207898], [-15.059485, 4.827844, -18.155401], [-16.227783, 4.572680, -18.151895], [-14.400089, 5.281840, -17.082489], [-11.609356, 4.753063, -15.759601], [-11.523643, 3.687610, -17.174904], [-12.780062, 3.455231, -15.978242], [-12.574652, 6.216078, -16.993664], [-12.167959, 4.435888, -19.233882], [-12.641143, 6.102851, -19.242092], [-9.450024, 6.634352, -22.937489], [-10.777515, 6.751097, -23.659491], [-11.712378, 5.548163, -23.560474], [-12.914365, 6.205607, -23.122099], [-12.799262, 7.511215, -22.911394], [-13.670793, 8.280561, -22.677401], [-11.487137, 7.877325, -23.092045], [-8.964625, 7.579904, -22.706538], [-8.710055, 6.031154, -23.468041], [-9.632433, 6.137612, -21.982726], [-10.567086, 7.091705, -24.677377], [-11.393736, 4.890755, -22.751422], [-12.022965, 5.051010, -24.473340], [0.156373, 6.653661, -20.973870], [-1.121739, 6.704913, -20.163729], [-2.380476, 7.087104, -20.972045], [-3.342014, 6.077837, -20.698968], [-2.721152, 5.070565, -19.975234], [-3.354666, 4.173373, -19.520525], [-1.476306, 5.395508, -19.685031], [0.488915, 7.673312, -21.169195], [0.044558, 5.995707, -21.832288], [0.960961, 6.256627, -20.350162], [-1.007452, 7.367338, -19.304076], [-2.055503, 6.953493, -22.012233], [-2.823269, 8.070275, -20.840739], [-6.546718, 6.881818, -20.280773], [-6.722703, 5.351425, -20.188521], [-6.485825, 4.732770, -18.811120], [-7.781625, 4.361748, -18.343381], [-8.715709, 4.782334, -19.190106], [-9.850925, 5.010954, -18.890950], [-8.158958, 5.193250, -20.359121], [-5.570037, 7.139646, -20.695681], [-6.764729, 7.330434, -19.311954], [-7.200343, 7.361155, -21.009145], [-6.299032, 4.819331, -21.038103], [-5.895607, 5.377240, -18.153635], [-5.857948, 3.841419, -18.802289], [-7.228051, -2.192052, -20.283368], [-6.351554, -1.255350, -21.099170], [-7.213214, -0.689664, -22.269714], [-6.908023, 0.698962, -22.256425], [-6.335496, 1.023813, -21.091131], [-6.057628, 2.122751, -20.731446], [-6.031918, -0.081192, -20.389327], [-8.126494, -1.657512, -19.969213], [-6.751456, -2.467793, -19.336659], [-7.491197, -3.137589, -20.753291], [-5.482285, -1.793082, -21.477007], [-8.276006, -0.872256, -22.132613], [-6.870925, -1.132829, -23.203964]],
  "forces_ev_per_angstrom": [[-0.1, -0.2, 0.1], [0.7, -0.1, -1.2], [0.6, 0.9, 1.3], [0.0, -0.5, -0.8], [-0.8, 0.2, 0.2], [0.5, 0.0, -0.2], [0.3, -0.2, 1.0], [0.1, -0.3, 0.1], [0.1, 0.1, 0.1], [-0.3, 0.2, -0.1], [-0.4, 0.2, -0.1], [-0.3, -0.4, 0.1], [-0.4, 0.0, -0.4], [0.0, -0.8, 0.7], [1.6, 1.4, -0.8], [-0.7, 1.4, 0.9], [-1.3, -0.9, 0.3], [1.3, 0.7, -0.6], [-0.2, -0.2, 0.3], [-0.8, -0.8, 0.2], [-0.3, 0.3, -0.3], [-0.2, -0.1, -0.2], [0.2, 0.1, 0.1], [-0.2, -0.5, -0.2], [0.0, -0.3, -0.3], [0.7, -0.2, -0.1], [0.2, -0.1, 1.1], [-0.6, 0.4, 0.1], [0.8, -0.6, -1.3], [0.8, -0.5, 0.4], [-2.1, 1.2, 0.7], [0.5, -0.5, -0.4], [1.0, -0.2, 0.0], [-0.2, 0.0, -0.6], [0.0, 0.3, -0.3], [-0.1, -0.2, 0.0], [0.1, -0.2, 0.2], [-0.5, 0.4, -0.1], [0.2, 0.0, 0.3], [0.6, -0.3, -0.4], [-1.1, 1.0, -0.8], [1.5, -1.0, -0.4], [0.2, 0.1, 0.6], [0.5, 2.1, -0.3], [-0.4, -1.0, -0.3], [-0.5, -1.0, 0.7], [0.3, 0.0, 0.8], [0.3, 0.2, 0.0], [-0.5, -0.5, 0.0], [0.4, 0.0, 0.3], [-0.9, 0.5, 0.3], [-0.3, -0.2, -0.6], [0.3, 0.2, 1.4], [-2.0, -0.8, -0.9], [1.2, -0.6, -0.1], [-0.5, 0.2, -0.4], [0.7, 0.1, 0.1], [-0.3, 0.1, -0.1], [0.4, -0.2, 0.7], [-0.1, -0.1, -0.2], [0.2, 0.0, -0.2], [0.0, 0.2, -0.5], [0.3, 0.4, 0.2], [-0.1, 0.2, 0.1], [-0.2, 0.2, -0.2]],
  "e_above_lowest_kcal_mol": 34.4,
  "e_lumo_ev": 0.32,
  "charge": 0,
  "smiles": "C[C@H]1COC(=O)O1.C[C@H]1COC(=O)O1.C[C@H]1COC(=O)O1.C[C@H]1COC(=O)O1.C[C@H]1COC(=O)O1"
}

{
  "formula": "C20H31BCl21FN5O8S2",
  "method": "ωB97M-V with the def2-TZVPD basis set",
  "symbols": ["C", "C", "F", "N", "C", "N", "C", "C", "C", "S", "C", "N", "N", "C", "O", "O", "C", "C", "C", "C", "C", "S", "O", "O", "O", "O", "B", "O", "O", "N", "H", "H", "H", "H", "H", "H", "H", "H", "H", "H", "H", "H", "H", "H", "H", "H", "H", "H", "H", "H", "H", "H", "H", "H", "C", "Cl", "Cl", "Cl", "H", "C", "Cl", "Cl", "Cl", "H", "C", "Cl", "Cl", "Cl", "H", "C", "Cl", "Cl", "Cl", "H", "C", "Cl", "Cl", "Cl", "H", "C", "Cl", "Cl", "Cl", "H", "C", "Cl", "Cl", "Cl", "H"],
  "coordinates": [[-1.739683, 4.729590, 3.634506], [-1.113614, 5.175869, 2.308021], [-2.024591, 5.697456, 1.444735], [-0.349290, 4.103659, 1.666504], [-0.841955, 3.116175, 0.965709], [-2.152392, 2.982319, 0.716946], [-2.431237, 1.647690, 0.177235], [-3.917506, 1.363056, -0.003480], [-4.291895, 1.570700, -1.486300], [-3.962837, 3.258839, -2.069873], [-2.373230, 3.128186, -2.738291], [-1.636968, 4.129672, -3.106745], [-0.457524, 3.608196, -3.556643], [-0.521273, 2.328589, -3.438404], [-1.725578, 1.961315, -2.926939], [-1.797529, 0.723761, 1.041835], [-0.395017, 0.780621, 0.844667], [0.272447, 0.377244, 2.162582], [1.663701, -0.223562, 2.007062], [2.662642, 0.575315, 1.179442], [4.038799, -0.113215, 1.173981], [4.868826, -0.148879, -0.391770], [5.506171, 1.122701, -0.564694], [5.732797, -1.281612, -0.456938], [3.805387, -0.326510, -1.561926], [-0.043292, -0.051591, -0.199826], [-0.785624, -1.244749, -0.251509], [-0.531424, -2.224328, 0.656047], [-1.770736, -1.316793, -1.204192], [0.043514, 2.164236, 0.459860], [-2.825399, 4.737496, 3.603047], [-1.401580, 5.397152, 4.421564], [-1.354086, 3.748720, 3.906620], [-0.382996, 5.953119, 2.522706], [0.655273, 4.118120, 1.766694], [-2.742297, 3.227299, 1.507081], [-1.975410, 1.529142, -0.798498], [-4.103350, 0.315884, 0.224669], [-4.522601, 2.042523, 0.595339], [-5.358413, 1.411707, -1.616966], [-3.751769, 0.856593, -2.104531], [0.243110, 1.614061, -3.686953], [-0.386740, -0.375237, 2.591810], [0.286712, 1.227406, 2.847193], [2.081166, -0.302765, 3.012165], [1.619373, -1.239885, 1.619236], [2.297340, 0.761019, 0.172896], [2.797833, 1.567871, 1.613847], [4.734903, 0.387407, 1.840282], [3.946810, -1.141585, 1.521573], [3.230423, 0.452530, -1.566601], [-0.889135, -3.072645, 0.359568], [-1.813157, -2.175674, -1.641592], [0.039506, 2.225098, -0.559975], [0.976964, -1.720868, 6.177666], [1.503869, -0.119652, 6.701071], [0.117853, -1.609686, 4.634478], [2.343226, -2.819254, 6.043912], [0.293313, -2.112896, 6.918479], [1.535463, 1.153575, -7.193499], [1.550158, 2.384441, -8.445692], [0.865883, 1.815145, -5.681725], [0.615275, -0.259702, -7.697295], [2.555021, 0.846441, -7.002370], [-5.065563, -2.857561, -2.752727], [-5.477573, -2.410854, -1.095541], [-5.319865, -1.505075, -3.848428], [-3.391262, -3.425401, -2.840682], [-5.707984, -3.672832, -3.057264], [-0.740218, -6.273382, 0.950225], [-1.548471, -5.421357, -0.385730], [0.661645, -7.144212, 0.360318], [-0.279216, -5.133455, 2.214865], [-1.445929, -6.977684, 1.369702], [8.940820, -2.381139, -1.950794], [10.141930, -2.047879, -0.701921], [9.303494, -1.477004, -3.421572], [8.856442, -4.112749, -2.287666], [7.972984, -2.061331, -1.587457], [4.910767, -6.350493, 0.035494], [3.990306, -7.837317, -0.213155], [3.838876, -5.026842, 0.511260], [6.176895, -6.589864, 1.233017], [5.377721, -6.082657, -0.902591], [-7.658232, 2.043131, 1.082559], [-6.390520, 2.497639, 2.230583], [-7.550060, 3.031344, -0.374197], [-7.549331, 0.329749, 0.685359], [-8.616068, 2.228384, 1.549774]],
  "forces_ev_per_angstrom": [[0.3, -0.1, -0.1], [0.5, 0.4, 0.9], [-0.2, -0.2, -0.2], [-0.1, 0.1, -0.2], [-0.2, 0.4, -0.2], [0.7, -0.9, 0.6], [-0.7, -0.6, -0.2], [0.3, 0.4, -0.8], [0.3, -0.2, 0.5], [-0.4, 0.0, -0.1], [0.9, 0.4, -0.4], [-0.8, 0.3, 0.4], [0.9, -0.3, -0.2], [-0.6, 1.2, 0.7], [-0.3, -1.2, 0.1], [0.0, 0.2, 0.2], [0.7, -0.2, 0.7], [-0.3, -0.2, -0.5], [0.4, 0.2, 0.1], [0.4, 0.5, 0.2], [-0.9, -0.4, 0.0], [2.4, 0.5, -0.2], [-0.8, 0.4, 0.1], [-0.6, -0.6, 0.0], [-0.5, -0.3, 0.6], [-0.3, 0.5, 0.0], [-0.5, -0.2, -0.1], [0.4, 0.1, -0.5], [0.9, 0.1, -0.3], [-0.3, -0.1, -0.3], [-0.1, 0.0, -0.1], [-0.2, 0.2, 0.0], [-0.2, -0.2, 0.0], [0.1, 0.1, -0.2], [0.1, 0.0, -0.1], [-0.4, 0.5, -0.4], [0.2, 0.3, -0.1], [-0.1, 0.0, 0.3], [0.0, -0.3, 0.2], [-0.1, 0.0, -0.1], [-0.1, 0.0, -0.1], [-0.5, -0.3, 0.6], [0.0, 0.1, 0.0], [-0.1, 0.1, 0.0], [0.0, -0.1, 0.1], [-0.2, 0.0, -0.1], [-0.1, -0.2, -0.1], [-0.1, 0.1, 0.0], [0.2, 0.0, -0.1], [0.0, -0.1, -0.2], [0.1, 0.1, -0.3], [-0.1, -0.1, 0.4], [-0.5, 0.1, 0.1], [0.2, 0.0, 0.0], [0.1, 0.0, 0.0], [0.0, 0.0, 0.0], [-0.1, -0.2, 0.3], [0.0, 0.0, 0.0], [0.0, 0.0, 0.0], [0.0, 0.1, 0.0], [0.0, 0.0, 0.0], [0.6, -0.2, -1.3], [0.0, 0.0, 0.0], [0.0, 0.0, 0.0], [0.0, 0.2, 0.1], [0.0, 0.0, 0.0], [0.0, 0.0, 0.0], [-0.1, -0.3, -0.2], [0.0, 0.0, 0.0], [0.2, 0.0, 0.0], [-0.1, 0.1, 0.0], [-0.1, 0.0, 0.0], [-0.1, 0.0, 0.0], [-0.1, 0.0, 0.0], [0.0, 0.0, 0.0], [-0.1, 0.0, 0.0], [0.0, 0.0, 0.0], [0.0, 0.0, 0.0], [0.0, 0.0, 0.0], [0.0, 0.0, 0.1], [0.1, 0.0, 0.0], [0.0, 0.0, 0.0], [0.0, 0.0, 0.0], [0.0, 0.0, 0.0], [0.1, 0.0, -0.1], [-0.2, 0.1, 0.3], [0.0, 0.0, 0.0], [0.0, 0.0, 0.0], [0.0, 0.0, 0.0]],
  "e_above_lowest_kcal_mol": 0.0,
  "e_lumo_ev": -3.17,
  "charge": 1
}

no.,strongest force on any atom (eV/A)
1,2.5
2,2.5